(1)
# C48H59CdN11P

C48H59CdN11P as an isolated structure (wB97M-V/def2-TZVPD, OMol25).

The geometry in XYZ format:
```
120
Properties=species:S:1:pos:R:3:forces:R:3:mulliken_charge:R:1
Cd -0.216 -0.275 -0.080 -0.0265 -0.0853 -0.1395 4.8360
C 3.925 -0.125 5.463 0.0010 -0.0050 0.0121 -1.5768
C 3.268 -0.473 4.155 -0.0027 -0.0035 0.0093 0.5190
C 3.984 -0.517 2.962 -0.0019 0.0237 -0.0171 -1.2016
C 3.372 -0.844 1.768 0.0151 0.0355 0.0034 0.5892
C 2.017 -1.194 1.692 -0.0112 -0.0272 -0.0137 -0.8522
N 1.431 -1.597 0.480 -0.0140 0.0258 0.0411 -0.2215
C 2.094 -2.621 -0.175 0.0191 0.0029 -0.0041 -0.0812
C 2.914 -3.504 0.574 0.0188 -0.0122 0.0050 -0.4085
C 3.713 -4.473 0.020 -0.0199 -0.0041 0.0131 -1.1875
C 3.766 -4.654 -1.361 0.0001 0.0164 -0.0057 0.3476
C 4.673 -5.671 -1.997 0.0124 0.0021 0.0016 -1.6816
C 2.915 -3.872 -2.110 -0.0058 -0.0087 -0.0079 -0.7676
C 2.044 -2.924 -1.555 -0.0182 -0.0063 -0.0312 0.0685
N 1.109 -2.355 -2.490 0.0126 0.0116 0.0121 -0.4309
C 0.761 -2.898 -3.682 0.0109 -0.0064 0.0246 -0.6442
C -0.137 -2.051 -4.286 -0.0030 0.0137 -0.0098 -1.5095
C -0.298 -1.012 -3.368 0.0084 0.0105 -0.0058 -0.4080
N 0.458 -1.195 -2.292 0.0120 -0.0372 0.0294 2.0881
C 1.301 -1.109 2.891 -0.0158 -0.0138 0.0050 -0.1072
C 1.912 -0.744 4.087 0.0049 0.0180 0.0062 -0.1501
N -0.088 -1.443 2.947 -0.0040 0.0536 -0.0022 0.3134
C -0.696 -2.178 3.901 0.0174 0.0027 0.0101 -0.5095
C -2.053 -2.079 3.701 -0.0081 0.0077 -0.0034 -1.3138
C -2.182 -1.245 2.584 0.0037 0.0077 0.0048 -0.7438
N -0.993 -0.863 2.134 0.0309 -0.0573 -0.0475 0.6731
H 5.010 -0.123 5.366 -0.0027 0.0048 -0.0030 0.3730
H 3.657 -0.843 6.239 0.0037 -0.0036 0.0000 0.3954
H 3.619 0.865 5.804 0.0018 -0.0448 -0.0155 0.2263
H 5.042 -0.279 2.968 -0.0048 -0.0081 0.0019 0.3977
H 3.958 -0.892 0.858 -0.0017 0.0005 0.0091 0.5267
H 2.917 -3.392 1.649 -0.0016 -0.0083 -0.0097 0.6379
H 4.317 -5.093 0.672 -0.0024 0.0011 -0.0058 0.4244
H 5.627 -5.729 -1.473 -0.0015 0.0056 -0.0031 0.4093
H 4.877 -5.425 -3.039 -0.0086 0.0003 0.0009 0.3724
H 4.228 -6.668 -1.974 -0.0005 0.0032 0.0069 0.3007
H 2.943 -3.982 -3.186 0.0009 -0.0051 0.0063 0.4864
H 1.142 -3.849 -4.005 -0.0087 0.0066 -0.0051 0.3991
H -0.616 -2.183 -5.241 0.0060 0.0038 0.0071 0.5419
H -0.944 -0.152 -3.420 -0.0122 0.0277 -0.0035 -0.0543
H 1.304 -0.680 4.984 0.0056 -0.0074 -0.0009 0.4192
H -0.116 -2.710 4.636 -0.0093 0.0041 -0.0060 0.5227
H -2.834 -2.545 4.276 0.0091 0.0039 -0.0061 0.5330
H -3.073 -0.904 2.084 -0.0002 -0.0052 0.0068 0.3453
C -1.553 -3.328 -0.245 0.0007 0.0221 -0.0103 -1.8353
N -2.326 -2.893 -1.395 -0.0112 -0.0026 -0.0006 0.5693
C -2.391 -3.867 -2.474 -0.0296 0.0061 0.0135 -1.3802
C -2.878 -1.660 -1.487 0.0044 0.0340 0.0311 -0.9309
N -2.373 -0.635 -0.829 -0.0102 0.0155 0.0300 1.1207
C -3.261 0.385 -0.404 0.0227 0.0132 -0.0190 -0.5226
C -4.453 -0.009 0.164 -0.0050 -0.0030 0.0058 -0.1387
C -5.422 0.904 0.606 0.0011 0.0004 -0.0035 -1.3668
C -5.187 2.237 0.476 0.0108 0.0021 0.0064 -1.0591
C -3.967 2.703 -0.073 -0.0059 0.0100 -0.0118 1.5169
C -3.795 4.104 -0.199 -0.0135 -0.0075 -0.0016 -1.1086
C -2.646 4.615 -0.714 0.0174 -0.0017 0.0110 -1.0665
C -1.615 3.743 -1.092 -0.0088 0.0167 0.0550 0.1476
C -1.729 2.375 -1.006 0.0129 -0.0039 0.0322 -0.8579
N -0.595 1.593 -1.333 -0.0070 -0.0473 0.0455 1.2644
C 0.186 1.961 -2.331 -0.0020 0.0500 0.0114 -1.0414
N 1.514 1.694 -2.301 0.0022 -0.0248 -0.0034 0.5454
C 2.249 1.282 -3.488 -0.0089 -0.0186 0.0201 -1.2327
C 2.218 1.476 -1.053 0.0095 -0.0253 -0.0017 -1.9608
N -0.253 2.596 -3.458 0.0060 -0.0251 -0.0322 0.5963
C -1.629 2.545 -3.901 -0.0124 -0.0130 -0.0415 -1.1191
C 0.542 3.626 -4.109 0.0038 0.0045 0.0023 -1.2672
C -2.952 1.792 -0.503 0.0084 -0.0117 0.0062 -0.8201
N -3.952 -1.563 -2.335 0.0055 -0.0219 -0.0181 0.5110
C -5.041 -2.524 -2.277 0.0211 -0.0116 -0.0149 -1.2498
C -4.288 -0.323 -3.002 0.0039 -0.0004 -0.0066 -1.0951
H -0.485 -3.369 -0.468 0.0162 0.0046 0.0017 0.3538
H -1.880 -4.331 0.038 -0.0005 -0.0063 -0.0067 0.5370
H -1.718 -2.661 0.593 0.0012 0.0041 0.0038 0.3547
H -1.396 -4.289 -2.618 -0.0076 0.0006 -0.0007 0.4843
H -2.699 -3.389 -3.399 -0.0100 0.0034 0.0001 0.4082
H -3.078 -4.683 -2.239 -0.0097 0.0020 0.0045 0.3480
H -4.644 -1.072 0.265 -0.0021 0.0034 0.0040 0.7274
H -6.345 0.542 1.040 0.0034 0.0018 -0.0009 0.4268
H -5.919 2.967 0.794 0.0031 -0.0039 -0.0007 0.4564
H -4.599 4.751 0.128 0.0049 -0.0027 -0.0022 0.4700
H -2.505 5.684 -0.802 -0.0002 -0.0031 0.0007 0.3898
H -0.673 4.161 -1.425 -0.0050 0.0036 0.0058 0.5703
H 1.579 1.199 -4.339 0.0016 0.0008 -0.0004 0.4078
H 2.691 0.300 -3.304 -0.0011 -0.0007 -0.0016 0.3410
H 3.049 1.987 -3.725 0.0012 -0.0021 -0.0007 0.3108
H 1.661 1.921 -0.232 -0.0009 0.0051 0.0075 -0.1698
H 3.200 1.951 -1.116 -0.0018 0.0044 0.0015 0.6511
H 2.362 0.409 -0.851 0.0032 0.0091 -0.0049 0.4270
H -2.150 1.737 -3.401 -0.0022 -0.0179 -0.0091 0.2835
H -1.651 2.371 -4.979 0.0061 0.0026 -0.0029 0.3442
H -2.160 3.474 -3.679 0.0027 -0.0064 -0.0057 0.3581
H 1.477 3.776 -3.578 -0.0132 0.0070 -0.0033 0.3598
H -0.017 4.566 -4.102 -0.0024 0.0002 -0.0014 0.4107
H 0.762 3.366 -5.147 -0.0028 0.0009 0.0022 0.3608
H -4.820 -3.308 -1.558 0.0136 -0.0107 0.0026 0.3873
H -5.227 -2.981 -3.252 0.0014 0.0023 -0.0002 0.3298
H -5.954 -2.014 -1.955 0.0002 -0.0001 0.0005 0.3968
H -3.409 0.309 -3.055 0.0133 0.0123 -0.0015 0.3618
H -5.080 0.226 -2.483 -0.0025 0.0025 -0.0011 0.2611
H -4.622 -0.548 -4.017 -0.0011 -0.0026 0.0028 0.4372
C -0.247 3.969 1.929 -0.0039 0.0095 0.0228 -1.4189
P 0.294 2.247 2.291 -0.0301 0.0168 -0.0004 1.8717
C -0.911 1.867 3.619 -0.0045 -0.0115 0.0161 -1.8098
C 1.822 2.647 3.221 0.0105 0.0361 -0.0203 0.3476
C 3.009 2.749 2.499 0.0045 -0.0182 0.0222 -0.6477
C 4.186 3.155 3.112 0.0001 -0.0120 0.0062 -0.7360
C 4.193 3.457 4.466 0.0079 0.0061 -0.0050 -0.4279
C 3.020 3.345 5.200 -0.0227 0.0310 -0.0131 -0.9021
C 1.844 2.944 4.583 0.0150 -0.0016 0.0049 -0.4996
H -0.145 4.596 2.817 -0.0100 0.0015 0.0006 0.6136
H -1.289 3.963 1.608 0.0038 -0.0020 -0.0140 0.3339
H 0.357 4.395 1.127 -0.0064 -0.0033 0.0088 0.4019
H -1.031 2.695 4.318 -0.0010 0.0046 0.0045 0.6222
H -0.616 0.971 4.167 -0.0041 0.0133 -0.0008 0.3267
H -1.875 1.668 3.149 0.0066 0.0115 0.0010 0.2393
H 3.019 2.498 1.445 0.0055 0.0007 -0.0034 0.2506
H 5.098 3.232 2.534 -0.0073 0.0017 0.0026 0.4559
H 5.109 3.774 4.948 -0.0034 -0.0016 0.0006 0.3986
H 3.020 3.576 6.258 0.0000 -0.0010 -0.0022 0.4100
H 0.941 2.868 5.175 0.0052 0.0040 -0.0001 0.2694
```
Positions in Å, forces in eV/Å.

Results
Net charge: +1

***

(2)
# C13H38ClPrSi4Ti

C13H38ClPrSi4Ti as an isolated structure (wB97M-V/def2-TZVPD, OMol25).

The geometry in XYZ format:
```
58
Properties=species:S:1:pos:R:3:forces:R:3:mulliken_charge:R:1
Pr -0.183 0.059 -5.309 -0.6979 0.8901 0.0904 0.3719
Cl 0.108 -1.257 -3.014 -0.6846 0.0304 1.3102 -0.4529
C 2.106 0.642 -5.272 0.8199 0.0865 -0.1759 -1.3018
C -1.161 -1.789 -6.440 -0.2753 -0.5983 -0.4438 -1.2851
H 2.392 1.135 -6.219 0.1096 0.0147 0.2213 0.3378
H 2.171 1.384 -4.453 0.0825 -0.0183 -0.1720 0.2431
H 2.837 -0.150 -5.056 0.0141 0.1548 -0.0747 0.2953
H -1.341 -1.560 -7.505 -0.0586 -0.1613 0.1053 0.3004
H -2.147 -1.847 -5.938 0.0678 -0.0264 -0.1640 0.2652
H -0.710 -2.786 -6.362 -0.0578 0.0348 -0.1347 0.2792
Ti -1.660 -0.252 -1.207 0.0956 1.4266 -0.9085 0.0147
C -3.011 -1.698 -0.645 -0.2707 -0.0848 -0.2624 -1.4331
C -2.404 1.550 -1.084 0.6024 -1.1604 -1.2766 -1.0391
H -3.973 -1.392 -1.086 0.0071 -0.0752 0.1581 0.4023
H -2.698 -2.628 -1.145 -0.0253 0.0462 0.1453 0.3707
H -3.120 -1.865 0.428 -0.0900 0.0516 -0.1129 0.3059
H -3.509 1.637 -1.038 0.3774 0.0382 0.1769 0.3392
H -1.931 2.528 -1.352 -0.3177 -0.8175 0.2325 0.3343
C 3.158 -0.298 -0.523 0.2947 0.2587 -0.0254 -1.0316
Si 1.999 0.988 0.233 -0.8082 -0.4022 -0.1314 0.3007
C 2.764 1.693 1.812 0.3538 0.2124 -0.1548 -0.9297
C 1.664 2.348 -1.033 0.3836 0.1908 0.0986 -0.7731
Si -0.059 -0.021 0.679 0.2673 0.3403 0.6557 1.0091
Si 0.380 -1.962 1.902 -0.3413 0.7752 -0.6898 0.4201
C 1.520 -1.631 3.365 0.0602 -0.4154 0.2644 -0.9756
C -1.279 -2.631 2.509 0.2465 -0.4469 0.3686 -1.0071
C 1.174 -3.219 0.739 0.0303 -0.3896 0.2977 -1.0271
Si -1.290 1.465 2.006 0.6005 -0.0264 -0.3557 0.2827
C -0.572 1.478 3.759 -0.3925 0.1121 0.3862 -1.0434
C -1.205 3.293 1.447 -0.1046 -0.2531 0.2704 -1.0860
C -3.082 0.873 2.082 -0.1670 0.3443 0.3332 -0.8662
H 4.048 0.218 -0.913 -0.0725 -0.1954 0.0186 0.3740
H 2.680 -0.830 -1.356 0.0369 0.1458 0.1772 0.2733
H 3.492 -1.036 0.218 -0.0648 0.1346 -0.0999 0.2442
H 3.735 2.141 1.544 -0.1396 -0.0330 0.1813 0.3885
H 2.141 2.481 2.256 0.0987 -0.1932 -0.1240 0.2049
H 2.946 0.921 2.572 -0.1073 0.1648 -0.2031 0.2344
H 1.422 1.918 -2.014 0.0636 0.0242 0.2019 0.0018
H 0.835 3.001 -0.734 0.1689 -0.1645 -0.0099 0.2345
H 2.571 2.963 -1.138 -0.2002 0.0082 -0.1510 0.4021
H 1.100 -0.912 4.079 0.0731 -0.1284 -0.2184 0.2455
H 1.664 -2.587 3.893 0.0940 0.1957 0.0349 0.3857
H 2.508 -1.271 3.050 -0.2138 -0.0762 -0.0005 0.2352
H -1.906 -2.981 1.681 0.1934 0.0767 0.1559 0.2349
H -1.068 -3.491 3.165 -0.2418 0.1018 -0.0690 0.4100
H -1.849 -1.892 3.088 0.1815 -0.1261 -0.1241 0.2014
H 0.577 -3.366 -0.171 0.0938 0.0981 0.2002 0.2377
H 2.189 -2.931 0.439 -0.2471 -0.0194 0.0688 0.2495
H 1.234 -4.184 1.266 0.0770 0.0705 -0.2087 0.3629
H 0.472 1.819 3.787 -0.2376 -0.1070 -0.0800 0.2422
H -1.174 2.165 4.377 0.2094 -0.1446 0.0196 0.3962
H -0.624 0.482 4.221 0.0166 0.2134 -0.0703 0.2129
H -1.691 3.409 0.475 0.1294 0.1332 0.2686 0.3016
H -1.733 3.898 2.201 0.0419 -0.0628 -0.2202 0.3866
H -0.173 3.671 1.395 -0.2134 -0.1782 -0.0173 0.2267
H -3.597 1.000 1.121 0.2355 -0.0526 0.3533 0.1632
H -3.137 -0.182 2.378 -0.0209 0.2093 -0.0183 0.1906
H -3.599 1.483 2.840 -0.0762 -0.2266 -0.0976 0.3387
```
Positions in Å, forces in eV/Å.

Results
Net charge: -1
2S+1: 4

***

(3)
# C2H3ClO2

A 2-piece molecular cluster, C2H3ClO2 overall (wB97M-V/def2-TZVPD, OMol25).

The geometry in XYZ format:
```
8
Properties=species:S:1:pos:R:3:forces:R:3:mulliken_charge:R:1
C -1.858 -0.156 -0.296 0.0656 -1.1018 -0.4635 -0.9449
C -0.885 -0.969 0.046 1.2851 -0.8976 -0.7887 0.8244
O 0.038 -1.685 0.229 -1.9644 1.3941 0.0817 -0.3673
H -2.602 -0.246 -1.066 0.2229 -1.1648 -0.3630 0.2458
H -2.014 0.783 0.097 0.3947 1.7862 1.5331 0.2483
O 2.132 1.200 0.129 1.0969 0.3950 -2.1713 -0.3777
Cl 3.401 0.102 -0.095 -0.2516 0.2098 0.0419 0.0360
H 1.788 0.972 0.957 -0.8492 -0.6210 2.1298 0.3352
```
Positions in Å, forces in eV/Å.

Results
SMILES: C=C=O.OCl

***

(4)
# C46H35AuN2O2S2

C46H35AuN2O2S2 as an isolated structure (wB97M-V/def2-TZVPD, OMol25).

The geometry in XYZ format:
```
88
Properties=species:S:1:pos:R:3:forces:R:3:mulliken_charge:R:1
Au 0.492 0.786 0.008 -1.1611 0.1113 0.7213 0.8149
C -3.728 3.880 -1.508 -0.0029 0.0320 -0.0158 -0.7654
C -2.629 4.653 -1.882 0.0236 -0.0140 0.0295 -0.6355
C -1.352 4.131 -1.810 -0.0959 0.0866 -0.0116 -0.4286
C -1.206 2.825 -1.352 0.4249 -0.0606 -0.1647 0.5809
C -2.282 2.049 -0.965 -0.1365 0.0014 -0.0156 0.5855
C -3.558 2.581 -1.057 0.0040 0.0007 0.0535 -0.4062
N 0.099 2.230 -1.337 0.2153 0.3974 -0.4063 0.6890
N 1.021 2.720 -2.005 -0.0077 -0.0009 -0.2184 -0.8490
C 2.220 2.068 -1.831 -0.2281 -0.1636 0.1680 0.3420
C 3.371 2.326 -2.555 0.1044 0.0770 -0.1041 -0.3771
C 4.491 1.532 -2.331 -0.0886 0.0479 0.0202 -0.7174
C 4.460 0.513 -1.391 -0.1141 -0.0301 0.0446 -0.4938
C 3.304 0.249 -0.631 0.2653 0.0385 -0.0132 -0.7388
C 2.223 1.029 -0.884 0.4011 -0.0729 -0.0430 0.7041
H -4.722 4.301 -1.573 -0.0028 -0.0017 -0.0234 0.4592
H -2.771 5.664 -2.236 -0.0081 0.0103 0.0073 0.4076
H -0.489 4.708 -2.107 -0.0063 0.0154 0.0139 0.5162
H -2.134 1.036 -0.628 -0.0423 -0.1732 0.0452 -0.5232
H -4.413 1.978 -0.782 0.0163 0.0029 0.0308 0.5483
H 3.370 3.131 -3.278 0.0434 -0.0213 -0.0157 0.5011
H 5.393 1.709 -2.899 0.0159 0.0143 0.0072 0.4251
H 5.334 -0.103 -1.230 0.0189 0.0112 -0.0068 0.4272
H 3.293 -0.538 0.114 0.0117 -0.0084 -0.0149 0.5014
C -0.477 -2.024 8.257 0.0028 0.0263 -0.0276 -1.4999
C -0.547 -1.693 6.795 -0.0325 0.0251 0.0749 0.9115
C -0.447 -2.688 5.831 0.0115 -0.0171 -0.0807 -0.9986
C -0.529 -2.380 4.480 0.0128 -0.0008 0.0738 -0.1697
C -0.732 -1.060 4.104 0.1443 0.2057 0.2403 0.3132
C -0.826 -0.037 5.051 -0.0140 -0.1113 -0.0412 -0.5691
C -0.729 -0.364 6.385 0.0045 -0.0294 0.0125 -0.8161
S -0.909 -0.802 2.390 0.3199 0.0724 -0.1398 1.1244
O 0.029 0.422 2.019 0.0271 -0.6901 -0.0301 -0.9761
C -2.519 -0.066 2.278 0.1385 0.3630 -0.0891 1.3535
C -2.675 1.329 2.474 -0.0485 -0.1644 0.1511 -0.9780
C -3.922 1.863 2.387 -0.0201 0.0010 0.0178 -1.1309
C -5.043 1.054 2.058 -0.0323 0.0908 -0.0306 0.7123
C -6.335 1.616 1.913 0.0787 -0.0008 0.0223 -1.1260
C -7.392 0.836 1.543 -0.0335 -0.1372 -0.0241 -0.6914
C -7.208 -0.543 1.290 -0.0674 0.1180 0.0135 -0.9428
C -5.978 -1.116 1.432 0.1249 0.0232 0.0435 -1.0975
C -4.865 -0.331 1.829 -0.0477 -0.0958 -0.0802 1.0310
C -3.562 -0.891 1.958 -0.1137 -0.1237 -0.1374 0.2394
C -3.302 -2.344 1.723 -0.0493 0.1092 0.2182 -0.7598
C -3.532 -3.285 2.768 -0.0191 0.1006 0.0997 0.8506
C -4.075 -2.901 4.023 0.0482 0.0030 -0.1243 -0.8890
C -4.261 -3.828 5.005 0.0052 -0.1177 0.0271 -0.9817
C -3.917 -5.184 4.788 -0.0416 0.1084 0.0640 -0.6678
C -3.381 -5.577 3.598 0.0178 0.0193 -0.0629 -0.9963
C -3.169 -4.636 2.559 0.0461 -0.1074 0.0020 0.9948
C -2.576 -5.021 1.329 -0.0130 -0.0159 0.0434 -1.4745
C -2.353 -4.111 0.342 -0.1038 0.0795 0.0119 -1.0939
C -2.735 -2.764 0.548 0.0554 -0.3776 -0.1205 1.3325
S -2.395 -1.518 -0.661 0.3942 0.2962 0.0554 1.2256
O -0.900 -1.190 -0.482 -0.4547 0.1243 -0.0874 -0.6594
C -2.541 -2.394 -2.177 0.1284 -0.0375 -0.1699 0.2302
C -1.444 -3.015 -2.761 -0.0508 0.0003 -0.0136 -0.1946
C -1.616 -3.670 -3.968 0.0086 0.0133 0.0247 -0.8737
C -2.858 -3.700 -4.603 0.0053 -0.0405 -0.0864 0.9544
C -3.015 -4.379 -5.934 0.0207 0.0168 0.0423 -1.5037
C -3.936 -3.059 -3.998 -0.0335 0.0285 0.0396 -0.8292
C -3.785 -2.393 -2.792 0.0051 -0.0818 0.0002 -0.7198
H -0.133 -3.043 8.420 0.0060 -0.0032 0.0029 0.3765
H -1.462 -1.922 8.716 -0.0107 0.0013 -0.0024 0.3170
H 0.194 -1.342 8.780 0.0099 -0.0054 0.0001 0.3982
H -0.296 -3.715 6.136 0.0026 -0.0094 0.0000 0.3791
H -0.443 -3.157 3.730 -0.0216 -0.0066 -0.0035 0.4597
H -0.961 0.991 4.746 -0.0223 0.0136 -0.0041 0.4003
H -0.797 0.416 7.132 0.0140 0.0056 0.0101 0.4447
H -1.816 1.943 2.705 0.0247 0.0182 -0.0173 0.6938
H -4.074 2.921 2.559 -0.0061 0.0061 -0.0276 0.4522
H -6.469 2.674 2.098 0.0007 0.0068 0.0223 0.5004
H -8.377 1.270 1.445 -0.0014 0.0013 -0.0269 0.4444
H -8.053 -1.145 0.982 -0.0111 -0.0052 0.0217 0.4716
H -5.841 -2.173 1.243 -0.0024 -0.0133 0.0178 0.5867
H -4.330 -1.864 4.199 -0.0320 0.0073 -0.0047 0.5752
H -4.677 -3.530 5.958 -0.0056 0.0008 0.0061 0.4881
H -4.081 -5.908 5.574 0.0000 -0.0017 0.0169 0.4464
H -3.111 -6.611 3.430 0.0019 -0.0074 -0.0112 0.4828
H -2.297 -6.057 1.185 -0.0060 -0.0083 0.0079 0.4542
H -1.906 -4.414 -0.593 -0.0022 0.0059 -0.0341 0.5345
H -0.476 -2.974 -2.279 0.0016 -0.0002 0.0197 0.5212
H -0.772 -4.168 -4.429 0.0101 0.0129 -0.0145 0.4104
H -2.427 -5.295 -5.981 -0.0073 -0.0113 0.0033 0.3902
H -2.664 -3.725 -6.734 -0.0021 0.0065 -0.0043 0.2920
H -4.056 -4.623 -6.137 -0.0035 -0.0082 0.0054 0.3836
H -4.904 -3.071 -4.483 -0.0044 0.0035 -0.0006 0.3730
H -4.626 -1.887 -2.333 -0.0078 0.0145 -0.0032 0.5225
```
Positions in Å, forces in eV/Å.

Results
Net charge: +2

***

Number 1: total energy -80974.568 eV. Number 2: total energy -95313.573 eV. Number 3: total energy -18736.738 eV. Number 4: total energy -80691.317 eV.